Below is a 2-piece molecular cluster, C19H29N7O6 overall, with properties calculated with wB97M-V/def2-TZVPD.

Each line ends with the Löwdin charge.
Cartesian coordinates (Å):
C (6.963211, -0.574024, -4.963141)  -0.04
C (5.526668, -0.404479, -5.500618)  -0.21
C (4.907152, -1.715789, -5.997106)  -0.47
O (5.637253, -2.656971, -6.260437)  0.10
O (3.570597, -1.747888, -6.198869)  0.12
C (4.646373, 0.242037, -4.447395)  -0.14
N (4.351088, 1.520670, -4.614915)  0.17
N (3.566507, 2.170459, -3.687593)  -0.10
C (3.244360, 3.584305, -3.943820)  -0.03
C (3.016613, 1.542187, -2.553641)  -0.16
N (2.203353, 2.282767, -1.703019)  0.17
C (1.724173, 1.699561, -0.657507)  -0.44
N (0.957151, 2.487504, 0.113496)  0.16
N (1.967082, 0.420640, -0.295937)  0.21
C (2.679185, -0.367376, -1.142704)  -0.41
O (2.722126, -1.539991, -0.820211)  0.10
C (3.285625, 0.222218, -2.310439)  0.01
C (4.151010, -0.488715, -3.248061)  -0.29
O (4.513667, -1.640038, -3.030656)  0.09
H (6.988302, -1.292271, -4.136522)  0.09
H (7.351950, 0.383863, -4.602987)  0.08
H (7.627151, -0.937823, -5.754114)  0.08
H (5.565167, 0.261356, -6.364685)  0.15
H (3.385869, -2.659886, -6.471529)  0.13
H (2.165395, 3.708984, -4.075343)  0.08
H (3.576339, 4.206409, -3.107359)  0.08
H (3.743368, 3.936702, -4.851659)  0.09
H (1.007244, 3.450565, -0.199114)  0.12
H (1.024614, 2.312365, 1.108077)  0.11
H (1.362852, -0.046520, 0.363524)  0.17
C (-4.250996, -3.347157, 2.420580)  -0.06
N (-2.933565, -2.844040, 2.812725)  0.04
C (-2.655247, -1.692948, 3.432564)  -0.47
O (-1.497510, -1.445440, 3.756430)  0.04
C (-3.762985, -0.652295, 3.702602)  -0.21
C (-3.566403, 0.659357, 2.917340)  -0.12
C (-3.628494, 0.493479, 1.383594)  -0.42
C (-4.231012, 1.748299, 0.749637)  -0.08
C (-2.248544, 0.289311, 0.751867)  -0.08
N (-3.826774, -0.335251, 5.131363)  0.11
C (-4.443789, -1.107152, 6.023968)  -0.55
C (-4.332886, -0.688960, 7.470600)  0.00
O (-5.084020, -2.104761, 5.718179)  0.05
H (-4.888240, -3.445417, 3.304079)  0.08
H (-4.148006, -4.328904, 1.955236)  0.09
H (-4.723084, -2.668903, 1.707643)  0.07
H (-2.139148, -3.451401, 2.678460)  0.15
H (-4.726730, -1.068912, 3.411060)  0.13
H (-2.619245, 1.122458, 3.199142)  0.12
H (-4.364281, 1.336319, 3.226382)  0.12
H (-4.269485, -0.350918, 1.131508)  0.12
H (-4.267721, 1.637183, -0.334222)  0.08
H (-5.247283, 1.895462, 1.114993)  0.08
H (-3.627314, 2.620586, 1.000460)  0.08
H (-1.600970, 1.133487, 0.985979)  0.07
H (-2.346993, 0.205767, -0.330783)  0.08
H (-1.793325, -0.626466, 1.123781)  0.07
H (-3.280722, 0.439553, 5.468855)  0.15
H (-4.941036, -1.360101, 8.075663)  0.08
H (-4.693191, 0.331752, 7.581225)  0.08
H (-3.292448, -0.754806, 7.783376)  0.08

Cartesian forces, eV/Å:
-0.050 -0.414 -0.099
-0.617 0.074 0.763
1.841 -1.116 -0.214
-1.258 0.797 0.154
0.630 0.308 0.302
-1.193 2.585 0.158
-0.211 -1.098 0.748
-0.504 -0.602 1.006
0.084 -0.020 -0.116
-0.147 0.957 -0.587
1.447 0.161 -2.169
0.346 0.510 -0.221
-0.612 0.108 1.132
-1.043 2.287 0.044
0.823 -3.209 -0.041
0.282 -0.306 -0.414
0.467 0.680 -1.003
0.446 -1.451 0.810
0.065 0.283 -0.661
-0.073 0.129 -0.198
-0.206 -0.068 -0.115
-0.186 0.023 0.147
-0.218 0.127 0.046
-0.057 0.033 -0.032
0.167 -0.047 0.103
-0.113 -0.170 -0.085
0.021 -0.466 0.203
-0.100 -0.195 0.333
-0.264 0.248 -0.104
0.200 -0.166 0.142
0.015 0.214 0.358
-0.797 -0.682 -0.572
0.967 0.695 0.346
-0.245 0.325 0.118
-0.228 0.061 0.085
-0.018 -0.550 -0.243
0.424 0.674 -0.045
-0.268 -0.370 0.161
-0.292 -0.533 0.229
0.585 0.571 -1.084
-0.891 -1.161 0.858
-0.035 0.024 -0.136
0.167 0.037 -0.378
-0.027 -0.003 -0.129
0.110 0.190 0.050
-0.041 -0.131 -0.034
0.022 0.139 0.083
-0.067 -0.002 0.183
0.116 -0.015 0.044
-0.056 -0.037 0.106
-0.071 -0.171 0.023
0.005 0.122 -0.021
-0.051 0.193 -0.036
-0.017 0.098 -0.028
0.060 0.057 -0.023
0.086 0.034 -0.032
0.232 -0.024 0.001
0.127 -0.048 -0.104
0.090 0.085 -0.107
0.088 0.119 0.164
0.050 0.111 0.125

For the total energy, the calculation gives -1576.22183 Eh. The orbital gap is 0.3311 Ha. Its net charge is 0.

=====

Below is one molecule with the formula C19H29NO, with properties calculated with wB97M-V/def2-TZVPD.

Each line ends with the Löwdin charge.
Cartesian coordinates (Å):
C (-3.051095, -0.081299, -0.763387)  -0.02
C (-2.563931, 0.306684, 0.610567)  -0.45
C (-1.686086, -0.849046, 1.169880)  -0.11
C (-0.426015, -1.128054, 0.342873)  -0.24
C (0.305146, -2.221251, 1.067121)  -0.14
C (1.856192, -2.318343, 0.662115)  -0.09
C (2.128739, -1.459528, -0.661832)  -0.22
C (3.700580, -1.449827, -0.976344)  -0.11
C (4.032605, -0.408237, -2.047681)  -0.36
O (5.461720, -0.433874, -2.304358)  -0.06
C (3.735244, 0.952544, -1.538501)  -0.12
C (2.668416, 0.898828, -0.420861)  -0.14
C (1.559482, -0.040124, -0.819885)  -0.27
C (0.431455, 0.243098, 0.148389)  -0.23
C (-0.404725, 1.417829, -0.319890)  -0.07
C (-1.750052, 1.564233, 0.565759)  -0.24
C (-2.845242, 2.620688, 0.553396)  -0.15
C (-4.077694, 2.051097, 1.250404)  -0.16
C (-3.770215, 0.618352, 1.602220)  -0.21
C (-4.942946, -0.343241, 1.441137)  -0.16
N (-5.750928, -1.071225, 1.093530)  0.15
H (-2.257208, 0.192869, -1.540331)  0.11
H (-3.318899, -1.131630, -1.013999)  0.11
H (-3.890700, 0.523203, -0.923075)  0.06
H (-2.260536, -1.700939, 1.343004)  0.11
H (-1.482076, -0.532727, 2.192051)  0.12
H (-0.716793, -1.520215, -0.668140)  0.16
H (-0.005098, -3.106294, 0.670766)  0.08
H (0.105015, -2.160972, 2.130287)  0.11
H (2.411563, -1.934089, 1.480729)  0.08
H (2.303745, -3.314921, 0.564272)  0.11
H (1.520137, -1.990780, -1.402797)  0.14
H (4.260072, -1.286817, -0.053305)  0.12
H (3.979823, -2.494018, -1.247496)  0.13
H (3.470766, -0.722400, -2.995838)  0.17
H (6.072436, -0.750812, -1.630501)  0.09
H (3.561157, 1.645250, -2.359980)  0.13
H (4.584089, 1.239492, -1.141161)  0.06
H (2.313640, 1.797194, -0.045540)  0.08
H (3.139839, 0.634040, 0.567632)  0.15
H (1.195833, 0.176459, -1.795728)  0.14
H (0.786992, 0.421652, 1.188484)  0.17
H (0.070619, 2.389255, -0.037230)  0.13
H (-0.579615, 1.329749, -1.351180)  0.09
H (-1.390501, 1.636976, 1.639803)  0.16
H (-3.136425, 2.802599, -0.516467)  0.12
H (-2.619559, 3.694835, 0.908602)  0.14
H (-4.328467, 2.636246, 2.143047)  0.12
H (-4.893767, 2.057732, 0.583626)  0.10
H (-3.506731, 0.599758, 2.655814)  0.14

Cartesian forces, eV/Å:
1.446 -0.292 -1.714
0.251 -3.348 1.000
0.078 2.336 -0.349
-0.593 1.790 -0.505
3.180 0.949 -0.610
-0.868 2.161 -0.387
0.476 -1.423 -0.082
-1.795 -1.380 -0.238
1.032 -2.459 0.098
-0.136 0.040 -1.702
-4.250 -0.115 -0.700
1.668 -0.618 -0.348
0.842 0.227 3.604
-1.723 -2.495 1.115
-1.592 1.792 3.274
1.055 -0.321 2.147
0.100 2.859 -2.418
0.163 0.727 0.890
-0.159 -1.233 -0.484
2.161 1.642 -0.333
-0.788 -0.611 0.076
-1.174 -0.283 0.983
0.127 0.565 0.866
-1.450 0.777 -0.986
-1.123 -1.797 -0.260
0.871 0.098 0.217
0.115 0.506 0.678
-1.749 -2.645 -0.510
0.394 -0.157 0.223
0.770 0.867 0.773
-0.735 -0.049 -0.410
0.808 -0.566 -0.390
-0.093 0.450 0.092
-0.073 0.751 -0.322
1.057 0.644 1.047
-0.897 -0.149 0.395
-0.542 0.107 0.016
4.315 1.687 2.072
-0.928 2.468 -0.430
-0.162 -0.876 -1.002
-0.024 -0.097 -1.093
0.175 0.130 -0.603
0.222 -0.715 -0.893
-0.401 0.276 -1.428
0.262 -0.086 -0.927
0.208 -0.096 0.679
0.154 -1.821 -0.238
-0.141 -0.155 -0.241
-1.116 0.342 -0.674
0.581 -0.407 0.035

For the total energy, the calculation gives -871.28386 Eh. The orbital gap is 0.3820 Ha. Its net charge is 0.

=====

Below is C19H29O2Ti as an isolated structure, with properties calculated with wB97M-V/def2-TZVPD.

Each line ends with the Löwdin charge.
Cartesian coordinates (Å):
Ti (0.216059, 0.479953, 0.121632)  0.98
C (-0.204078, 2.711086, 0.679406)  -0.19
C (0.093711, 2.666371, -0.729855)  -0.17
C (-0.957901, 1.948517, -1.380837)  -0.14
H (0.919035, 3.153510, -1.239272)  0.10
C (-1.917959, 1.579288, -0.390435)  -0.12
C (-1.451081, 2.040014, 0.878549)  -0.17
H (-1.988494, 1.960503, 1.818072)  0.11
H (0.365217, 3.233371, 1.444509)  0.10
H (-1.044525, 1.789225, -2.455231)  0.12
H (-2.879197, 1.106041, -0.577797)  0.09
C (1.204951, -1.027501, 1.855928)  -0.17
C (0.219771, -0.088343, 2.343727)  -0.23
C (-1.072502, -0.600394, 1.957909)  -0.18
H (0.409919, 0.763754, 2.997132)  0.10
C (-0.874013, -1.821264, 1.258153)  -0.12
C (0.525440, -2.076978, 1.176778)  -0.12
H (0.995225, -2.955198, 0.731161)  0.10
H (2.260704, -1.034208, 2.112084)  0.08
H (-2.041709, -0.202597, 2.253498)  0.10
H (-1.674347, -2.486594, 0.928186)  0.08
O (-0.336437, -0.651664, -1.159354)  -0.34
C (-3.125307, -2.190130, -1.335120)  -0.47
C (-2.114455, -1.894943, -2.346331)  -0.24
C (-4.242120, -1.256182, -1.116120)  -0.16
C (-3.322164, -3.571016, -0.833279)  -0.17
C (-0.613225, -1.776881, -1.965203)  -0.26
H (-2.399170, -0.981352, -2.890533)  0.10
H (-2.118953, -2.747877, -3.048736)  0.08
H (-0.280240, -2.694802, -1.460352)  0.10
H (-0.030694, -1.666498, -2.893675)  0.10
H (-5.054602, -1.424326, -1.847574)  0.05
H (-3.929654, -0.213236, -1.222725)  0.03
H (-4.672317, -1.402757, -0.113066)  0.06
H (-4.022094, -4.137314, -1.478254)  0.04
H (-3.792923, -3.542936, 0.162629)  0.05
H (-2.390282, -4.150149, -0.775857)  0.06
C (3.679916, 1.077018, 1.911082)  -0.05
C (3.262972, 1.474118, 0.504496)  -0.67
C (3.193373, 2.988884, 0.442282)  -0.05
C (4.351426, 1.006167, -0.450724)  -0.05
O (2.006683, 0.882970, 0.124291)  -0.30
H (4.584275, 1.633345, 2.173686)  0.08
H (3.904750, 0.006969, 1.956175)  0.07
H (2.900840, 1.325205, 2.639401)  0.09
H (4.178370, 3.404494, 0.683122)  0.08
H (2.921355, 3.308182, -0.567944)  0.08
H (2.480404, 3.361998, 1.181295)  0.07
H (4.478942, -0.079642, -0.371546)  0.09
H (4.094814, 1.277482, -1.483312)  0.09
H (5.302292, 1.496316, -0.202050)  0.08

Cartesian forces, eV/Å:
-0.944 -0.907 0.609
-0.638 0.349 -0.599
-1.155 0.035 0.275
-0.120 1.074 0.850
-0.106 -0.393 0.257
0.448 0.711 0.179
0.291 0.627 -1.008
0.264 -0.094 -0.236
-0.112 -0.322 -0.231
0.136 -0.221 0.478
0.618 -0.145 0.158
-1.110 -0.602 0.588
0.422 -0.674 -0.238
0.539 -0.682 -0.213
-0.039 -0.291 -0.222
-0.041 -0.106 0.821
-0.148 0.736 0.883
-0.172 0.415 0.007
-0.425 0.208 -0.420
0.362 -0.105 -0.235
0.346 0.483 -0.239
0.565 -0.734 -1.154
0.921 0.519 1.643
0.164 -0.349 -0.246
0.147 -0.209 0.001
-0.011 0.447 -0.219
-0.289 0.777 0.392
0.176 -0.113 -0.131
0.200 -0.048 -0.832
-0.089 0.040 0.090
0.045 -0.107 0.034
-0.635 0.160 -0.151
-0.238 -0.087 -0.031
-0.135 0.207 -0.086
-0.199 -0.507 -0.145
0.134 -0.216 -0.002
-0.104 0.004 0.055
-0.069 -0.147 0.270
-0.915 -0.524 -0.460
-0.028 0.245 -0.032
0.062 -0.110 -0.362
2.124 0.585 -0.162
-0.004 -0.077 0.057
-0.016 0.225 0.105
0.064 -0.122 -0.082
-0.110 0.016 -0.045
-0.038 0.083 0.224
0.003 0.089 -0.227
-0.038 0.175 -0.144
0.012 -0.174 0.193
-0.113 -0.145 -0.014

For the total energy, the calculation gives -1741.27318 Eh. The orbital gap (alpha / beta) is 0.1407 / 0.0980 Ha. Its net charge is -1.

=====

Below is C19H30AlBr2O12 as an isolated structure, with properties calculated with wB97M-V/def2-TZVPD.

Each line ends with the Löwdin charge.
Cartesian coordinates (Å):
C (-1.144939, 4.525829, 0.061385)  -0.17
C (0.372277, 4.599402, -0.558696)  -0.70
Br (0.630800, 4.695268, -2.578401)  0.48
C (1.614436, 4.632503, 0.307591)  -0.73
Al (3.527969, 4.794496, -0.501983)  0.05
Br (1.543407, 4.550459, 2.337716)  0.40
H (-1.183513, 4.498801, 1.243036)  0.05
H (-1.763178, 3.581168, -0.300440)  0.06
H (-1.671935, 5.553177, -0.239638)  0.09
H (3.568025, 6.189096, -1.313315)  -0.15
H (4.655270, 4.872767, 0.648594)  -0.16
H (3.868101, 3.661698, -1.552013)  -0.16
C (-3.513140, -1.484192, -0.281386)  -0.01
C (-3.456774, -0.280975, -1.200628)  -0.36
C (-2.098247, 0.342470, -1.300550)  -0.10
O (-2.406668, 1.675718, -1.663641)  0.04
C (-3.649033, 1.936167, -1.152299)  -0.52
O (-4.161700, 3.040829, -1.108520)  0.12
O (-4.237173, 0.789276, -0.692099)  0.09
H (-4.550667, -1.792947, -0.118969)  0.09
H (-2.956647, -2.326203, -0.703426)  0.09
H (-3.098016, -1.250633, 0.705487)  0.09
H (-3.855171, -0.545066, -2.188033)  0.12
H (-1.473092, -0.133432, -2.060783)  0.15
H (-1.553936, 0.361781, -0.349248)  0.14
C (2.249359, 0.389043, 5.838272)  -0.02
C (1.686018, 0.161129, 4.450247)  -0.34
C (0.337102, 0.776216, 4.234938)  -0.11
O (-0.197496, -0.029147, 3.200479)  0.07
C (0.390519, -1.258377, 3.326993)  -0.50
O (0.039357, -2.258627, 2.725986)  0.12
O (1.423881, -1.214671, 4.223264)  0.04
H (3.149054, -0.215743, 5.989772)  0.09
H (2.502834, 1.442343, 5.990246)  0.09
H (1.534954, 0.086497, 6.612151)  0.09
H (2.408108, 0.492754, 3.693910)  0.17
H (0.397932, 1.822042, 3.922201)  0.12
H (-0.323272, 0.700337, 5.106586)  0.14
C (-2.621380, -0.033948, -7.633631)  -0.02
C (-3.624609, -0.625476, -6.664335)  -0.35
C (-4.355529, 0.397037, -5.849174)  -0.11
O (-4.722659, -0.343283, -4.699543)  0.07
C (-3.779970, -1.324990, -4.556834)  -0.49
O (-3.667005, -2.038509, -3.575431)  0.13
O (-2.977474, -1.394959, -5.663250)  0.09
H (-2.006567, -0.823696, -8.076883)  0.09
H (-3.126507, 0.511834, -8.435976)  0.09
H (-1.932905, 0.650416, -7.125258)  0.10
H (-4.316656, -1.287578, -7.199243)  0.16
H (-5.239973, 0.786855, -6.360111)  0.14
H (-3.725697, 1.236186, -5.531741)  0.15
C (2.835650, -3.761924, 3.274275)  -0.01
C (4.142185, -3.795075, 2.507608)  -0.34
C (4.811278, -5.135440, 2.507688)  -0.12
O (6.169365, -4.792116, 2.302172)  0.06
C (6.330936, -3.535254, 2.818862)  -0.51
O (7.407292, -2.988876, 2.986048)  0.13
O (5.120701, -2.975498, 3.127174)  0.09
H (2.480341, -2.731978, 3.379815)  0.06
H (2.066838, -4.349586, 2.764012)  0.10
H (2.959952, -4.155626, 4.289332)  0.10
H (3.988123, -3.419020, 1.488646)  0.17
H (4.448532, -5.785510, 1.707013)  0.14
H (4.730934, -5.665239, 3.463974)  0.14

Cartesian forces, eV/Å:
-0.180 0.601 -0.465
2.509 -0.261 4.918
-0.429 -0.123 2.415
-3.964 -0.211 -3.954
0.171 0.601 0.074
-0.603 -0.032 -1.389
0.714 0.058 -2.466
1.416 2.310 0.429
0.828 -2.450 0.445
-0.162 0.186 -0.002
-0.116 -0.140 0.268
-0.118 -0.557 -0.151
-0.243 0.039 0.289
0.025 -1.410 0.179
0.757 -0.536 -0.182
-1.034 0.641 0.160
-0.990 1.846 0.161
1.036 -2.289 -0.143
0.231 1.419 -0.184
0.130 -0.023 -0.178
-0.098 0.169 -0.030
0.055 0.048 -0.188
0.191 0.171 0.443
-0.073 0.240 0.039
-0.122 -0.132 -0.025
0.114 -0.355 0.204
0.834 0.939 1.010
-0.089 1.064 0.088
0.256 -1.370 -0.245
-0.878 -1.451 -1.068
0.678 2.008 1.219
-1.088 -0.290 -0.724
-0.040 0.192 -0.109
-0.031 -0.142 -0.128
-0.017 0.076 -0.179
-0.177 0.058 0.019
-0.076 -0.199 -0.155
0.204 -0.054 0.054
0.404 -0.138 0.052
0.491 0.556 -1.258
-0.460 0.757 -0.397
0.561 -1.000 0.571
0.276 -1.272 1.488
-0.252 1.284 -2.269
-0.591 -0.196 1.192
-0.199 0.083 -0.021
0.000 -0.106 0.122
-0.206 -0.073 0.003
-0.051 0.091 0.098
0.034 -0.120 0.250
0.057 -0.123 -0.169
0.097 0.332 0.129
-1.568 -0.188 0.265
-0.344 -0.669 -0.372
0.572 0.806 0.263
2.036 1.264 0.425
-2.323 -1.286 -0.360
1.316 -0.300 -0.170
0.173 -0.562 -0.218
0.114 0.140 0.005
0.106 -0.039 -0.147
0.070 -0.131 0.032
0.231 0.089 0.062
-0.165 0.162 -0.026

For the total energy, the calculation gives -7035.32943 Eh. The orbital gap is 0.2502 Ha. Its net charge is -1.

=====

no.,maximum force (Eh/bohr)
1,0.0644
2,0.0987
3,0.0430
4,0.1090